Entry 1:
2 unconnected molecules or ions with the total composition CHClOS2, computed with the ωB97M-V functional and the def2-TZVPD basis.

CARTESIAN COORDINATES (ANGSTROEM)
Cl  2.183  -0.041  0.957
S  -0.917  -1.226  -1.055
O  1.779  1.678  -0.895
H  -2.649  0.078  0.669
S  -1.852  -1.169  0.687
C  1.456  0.681  -0.362

Atoms 1-2, force components in eV/Å:
0.607 -0.897 1.405
-0.093 0.413 0.451

For the total energy, the calculation gives -37291.0076 eV. The calculation puts the frontier orbital gap (alpha / beta) at 7.27 / 7.91 eV. The value obtained for the LUMO energy (alpha / beta) is -1.83 / -1.14 eV. Its molar mass is 128.6 g/mol. The calculation puts the HOMO energy (alpha / beta) at -9.10 / -9.06 eV.

Mulliken population analysis, charges in e, atoms 1 to 5: -0.039, -0.090, -0.307, 0.189, -0.095


Entry 2:
A molecular structure, C25H41BrN2P2Ru, computed with the ωB97M-V functional and the def2-TZVPD basis.

CARTESIAN COORDINATES (ANGSTROEM)
H  4.276  -0.965  2.317
H  -1.480  0.035  -2.833
H  1.429  2.580  3.846
C  -1.674  1.402  3.163
H  -2.665  1.512  1.252
C  -1.266  -4.185  -1.141
H  2.286  -1.709  2.527
H  -1.255  3.754  -5.756
H  -3.200  -0.281  0.260
C  -0.603  -2.926  -0.612
H  2.751  -3.988  1.855
N  -0.235  0.902  5.072
H  -3.646  -2.196  -2.580
C  1.885  -2.047  1.555
H  4.916  0.671  2.170
H  -0.819  1.815  -4.216
H  4.730  -0.330  0.728
C  -0.464  3.150  -2.501
H  -0.483  -4.950  -1.248
C  -0.355  2.087  -1.519
H  -1.976  -4.595  -0.416
H  2.915  1.521  1.115
N  -0.912  5.175  -4.261
H  1.254  3.160  1.348
C  -2.223  -0.597  -2.291
H  -3.340  -3.365  0.002
C  2.721  -3.232  1.059
C  0.481  2.635  1.888
H  2.304  -3.715  0.170
H  -0.237  -0.186  5.009
H  3.793  1.028  -0.950
H  2.377  0.596  2.498
C  -0.658  2.255  1.161
H  3.762  -2.973  0.841
C  4.273  -0.072  1.687
C  -0.583  5.489  -3.013
C  -0.462  1.896  -0.199
H  -0.511  6.535  -2.706
Ru  0.222  0.355  -1.091
C  -3.756  -2.362  0.116
H  -2.467  0.921  3.735
H  -4.417  -2.377  0.989
H  0.623  1.265  5.486
H  -3.175  -1.377  -4.054
C  -1.780  1.760  1.834
C  3.081  0.560  -1.636
P  1.681  -0.491  0.541
H  2.246  1.268  -1.846
H  -1.028  1.190  5.655
H  -0.513  -3.005  0.480
C  -0.733  2.847  -3.853
C  2.515  -0.734  -1.088
H  3.250  -1.528  -0.954
C  0.581  2.270  3.232
H  3.587  0.347  -2.586
H  -0.104  4.688  -1.024
H  0.423  -2.853  -0.999
P  -1.307  -1.218  -0.790
C  -0.419  1.461  3.753
C  -0.986  3.928  -4.708
Br  -0.791  -1.333  3.505
H  -4.389  -2.152  -0.749
H  -2.054  -2.512  -3.291
H  -1.760  -4.089  -2.114
C  -0.326  4.478  -2.071
H  0.863  -2.358  1.828
C  -2.718  -1.269  0.356
H  1.702  -1.089  -1.772
C  2.874  0.509  1.530
H  -2.220  -1.329  1.341
H  -3.012  0.089  -1.933
C  -2.802  -1.744  -3.103

Atoms 1-2, force components in eV/Å:
0.066 0.110 -0.103
-0.521 -0.446 -0.340

As for the net charge: +4. For the total energy, the calculation gives -120724.3523 eV. Its expectation value of S² is 6.05. The calculation puts the frontier orbital gap (alpha / beta) at 7.71 / 5.07 eV. As for the spin multiplicity: 5. The value obtained for the LUMO energy (alpha / beta) is -12.43 / -15.78 eV. Its molar mass is 612.5 g/mol. The calculation puts the HOMO energy (alpha / beta) at -20.14 / -20.85 eV.

Mulliken population analysis, charges in e, atoms 1 to 5: 0.351, -0.011, 0.450, -0.933, 0.923